[1]
Molecular formula: C4H12
Method: DFT, ωB97M-V/def2-TZVPD

ORCA input file:
```
! wB97M-V def2-TZVPD RIJCOSX def2/J DEFGRID3
* xyz 0 1
C -0.86069 1.53496 -0.87253
C -2.36227 1.44772 -0.44970
H -0.78291 1.54896 -2.00783
H -0.44829 2.35574 -0.28926
H -0.33083 0.56841 -0.61198
H -2.35016 1.22763 0.65228
H -3.06345 0.69036 -0.86541
H -2.81760 2.39689 -0.58280
C 1.16738 -1.15441 1.13917
C 2.13195 -1.81484 0.17075
H 0.95270 -0.09043 0.78178
H 0.15365 -1.64258 0.91752
H 1.55323 -1.05614 2.10833
H 2.31697 -2.94253 0.35602
H 3.07507 -1.39981 0.34795
H 1.66527 -1.66992 -0.79428
*
```

The value obtained for the energy above the lowest of the compared OMol25 structures with the same formula, charge and spin is 20.61 kcal per mole. As for the calculated total energy: -4341.635 eV. The SMILES is CC.CC. For the LUMO energy, the calculation gives 1.09 eV.

Results of the Löwdin charge analysis, in e, for atoms 1 through 5: atom 1 (C): -0.164, atom 2 (C): -0.179, atom 3 (H): 0.079, atom 4 (H): 0.060, atom 5 (H): 0.036

[2]
Molecular formula: C4H12
Method: DFT, ωB97M-V/def2-TZVPD

ORCA input file:
```
! wB97M-V def2-TZVPD RIJCOSX def2/J DEFGRID3
* xyz 0 1
C -1.67931 -1.12277 -2.39568
C -0.62032 -0.21606 -1.72196
H -1.70588 -2.09004 -1.90085
H -2.66582 -0.69149 -2.45437
H -1.32420 -1.37655 -3.39888
H 0.18715 0.02620 -2.41207
H -1.07434 0.71661 -1.42172
H -0.21134 -0.67606 -0.83467
C 1.13778 1.41696 1.87699
C 1.15542 -0.07631 2.25779
H 1.33964 1.97884 2.79602
H 2.01387 1.61007 1.25699
H 0.24878 1.71934 1.33838
H 0.87972 -0.67192 1.38416
H 0.42916 -0.27821 3.05203
H 2.11731 -0.32293 2.69444
*
```

The value obtained for the energy above the lowest of the compared OMol25 structures with the same formula, charge and spin is 6.05 kcal per mole. As for the calculated total energy: -4342.266 eV. The SMILES is CC.CC. For the LUMO energy, the calculation gives 1.16 eV.

Results of the Löwdin charge analysis, in e, for atoms 1 through 5: atom 1 (C): -0.158, atom 2 (C): -0.157, atom 3 (H): 0.055, atom 4 (H): 0.054, atom 5 (H): 0.058